1.
# C2H8O4

C2H8O4 as an isolated structure (wB97M-V/def2-TZVPD, OMol25).

Structure (ORCA input):
```
! wB97M-V def2-TZVPD RIJCOSX def2/J DEFGRID3
* xyz 0 1
H -1.40318 0.79574 -0.05777
O -1.58801 1.04547 -1.27758
O -1.31154 0.09342 1.01752
H -0.75542 1.61433 -1.42720
H -1.20660 0.09219 -1.36239
C -0.21111 -0.59096 0.70499
O 0.18177 -0.54103 -0.45280
C 0.49272 -1.46351 1.73896
H 1.43637 -1.19207 2.25925
H -0.25951 -1.80572 2.47007
H 0.90359 -2.31539 1.09298
O 0.94919 1.78486 -1.71639
H 1.21928 1.37063 -0.78833
H 1.55246 1.11206 -2.20130
*
```

Computed properties:
DFT total energy = -10393.0726 eV

2.
# C34H46FNO12

A 3-piece molecular cluster, C34H46FNO12 overall (wB97M-V/def2-TZVPD, OMol25).

Structure (ORCA input):
```
! wB97M-V def2-TZVPD RIJCOSX def2/J DEFGRID3
* xyz 0 1
C 11.59122 3.54700 -0.20955
C 10.74327 4.42201 0.77652
O 10.27187 3.89938 1.74867
O 10.57568 5.78217 0.45344
C 9.15117 5.93056 0.18799
C 8.75614 7.38866 -0.23118
C 7.42035 7.47900 -1.09143
C 6.26320 8.18104 -0.26607
C 5.21805 7.16015 0.30310
C 5.52998 5.83159 0.79678
C 4.51221 4.91047 1.34292
C 3.13485 5.36067 1.35923
C 2.81352 6.71184 0.84094
C 3.80833 7.62283 0.32131
C 1.29501 7.09696 0.85558
O 0.89927 8.18735 1.17925
C 0.33677 5.91833 0.45752
C -0.80794 6.14177 -0.41291
C -1.61532 4.97235 -0.75787
C -1.29680 3.62411 -0.25966
C -2.18457 2.44113 -0.71722
O -2.92575 2.61013 -1.64644
N -2.03890 1.16267 -0.01677
C -0.86375 0.45369 -0.42219
O -0.00309 0.87103 -1.12274
F -0.73192 -0.80633 0.10025
C -0.13940 3.41549 0.62606
C 0.66183 4.57149 0.96843
C 1.94528 4.47821 1.86470
O 1.99954 3.81008 2.86573
H 12.40838 4.18556 -0.62760
H 10.90245 3.17996 -1.00947
H 12.00969 2.70312 0.38830
H 8.77213 5.17697 -0.55714
H 8.63886 5.72604 1.17382
H 8.57855 8.00509 0.69608
H 9.58567 7.90088 -0.78088
H 7.02216 6.46280 -1.38274
H 7.60913 8.00861 -2.06625
H 6.63653 8.89973 0.51412
H 5.68209 8.81991 -0.99511
H 6.56966 5.44295 0.76760
H 4.74754 3.88636 1.70936
H 3.50828 8.62513 -0.07244
H -1.00152 7.17434 -0.77243
H -2.48746 5.09841 -1.44152
H -1.90977 1.37182 0.98563
H 0.15501 2.41553 1.03053
C -5.18824 0.75409 -0.63866
O -6.07658 -0.32342 -0.41778
C -6.47326 -0.94334 -1.63258
C -7.08786 -2.30460 -1.35562
O -6.11432 -3.32541 -1.14702
C -5.44759 -3.29957 0.11279
C -6.31882 -3.79181 1.25596
O -7.18934 -2.75968 1.69857
C -8.27176 -3.26397 2.45313
H -5.65897 1.52540 -1.25658
H -4.93041 1.18372 0.32984
H -4.27054 0.39921 -1.11343
H -5.60982 -1.05850 -2.29819
H -7.21940 -0.29613 -2.11152
H -7.63855 -2.61241 -2.24851
H -7.80450 -2.26704 -0.53379
H -5.02501 -2.31415 0.31626
H -4.60813 -3.99232 0.00689
H -5.68296 -4.07930 2.10311
H -6.89967 -4.66162 0.92519
H -8.88795 -3.92914 1.83825
H -8.88546 -2.42122 2.77013
H -7.91224 -3.79637 3.34001
C -0.10025 -10.96118 -0.63690
O -1.15526 -10.05605 -0.88538
C -2.42890 -10.67587 -0.76717
C -3.52031 -9.62577 -0.64736
O -3.64961 -9.10042 0.67162
C -2.63616 -8.18330 1.07677
C -2.78124 -6.81326 0.43648
O -2.24566 -6.81920 -0.87899
C -2.71086 -5.72725 -1.64596
H -0.12388 -11.79046 -1.35152
H 0.84088 -10.42311 -0.74933
H -0.15891 -11.34457 0.38780
H -2.45074 -11.33061 0.11176
H -2.59584 -11.27411 -1.67220
H -4.47722 -10.11111 -0.85698
H -3.39789 -8.82750 -1.38100
H -1.64016 -8.60107 0.92170
H -2.77083 -8.06612 2.15551
H -2.22059 -6.07391 1.02295
H -3.84149 -6.53085 0.41281
H -3.79849 -5.78320 -1.76576
H -2.25212 -5.78480 -2.63258
H -2.43060 -4.77775 -1.17698
*
```

Computed properties:
DFT total energy = -64775.6458 eV
structure (SMILES) = CC(=O)OCCCCc1ccc2c(c1)C(=O)c1ccc(C(=O)NC(=O)F)cc1C2=O.COCCOCCOC.COCCOCCOC

3.
# C22H39BiCl2N4O3S

C22H39BiCl2N4O3S as an isolated structure (wB97M-V/def2-TZVPD, OMol25).

Structure (ORCA input):
```
! wB97M-V def2-TZVPD RIJCOSX def2/J DEFGRID3
* xyz 0 1
O 0.89675 3.49810 -1.17208
C 1.56335 2.65918 -1.92516
C 0.99327 2.49269 -3.35420
C -0.19143 1.79861 -3.59609
H -0.77243 1.40758 -2.74998
C -0.59363 1.55832 -4.91986
H -1.51078 0.99585 -5.10236
C 0.17850 2.02750 -5.98545
H -0.14009 1.85548 -7.01558
C 1.36273 2.72512 -5.72759
H 1.98860 3.07734 -6.54748
C 1.76053 2.96931 -4.41196
H 2.70012 3.48584 -4.19569
H 2.51644 3.22751 -2.03354
C 3.03958 1.38917 -0.21129
C 2.08899 1.21273 -1.33723
H 4.04523 1.66477 -0.57439
H 3.14251 0.46904 0.38069
H 2.69216 2.18470 0.45654
C 2.07187 0.10118 -2.13312
C 3.18562 -0.89526 -2.16901
H 1.32056 0.00302 -2.91733
H 3.91861 -0.60514 -2.93604
H 2.84082 -1.90198 -2.41878
H 3.72159 -0.95852 -1.21663
Bi 0.37422 -0.99539 -0.13055
Cl 0.26111 -2.80383 -1.95267
Cl 2.28495 -1.95545 1.24561
C -0.58038 -3.65169 1.27111
O -0.89600 -2.41466 1.20776
N -0.90160 -4.40036 2.30582
C -1.35093 -3.84488 3.59031
C -0.72514 -5.84659 2.20228
H -0.03773 -4.12866 0.43801
H -1.51013 -2.76827 3.48198
H -0.59298 -4.02746 4.37093
H -2.29512 -4.33519 3.86467
H -0.54016 -6.08655 1.15157
H -1.63874 -6.35243 2.52621
H 0.12561 -6.19994 2.79792
H 1.21661 2.03975 4.83138
H 0.35252 4.50626 3.73486
C 1.89185 2.15291 3.97444
C 1.03075 4.23145 2.91485
N 1.22557 2.79025 2.84749
H 2.28259 1.17409 3.69139
C 0.57354 2.08546 1.90679
O 0.43432 0.84243 1.91203
H 0.59311 4.56145 1.96744
H 0.15800 2.71646 1.09607
H 2.71575 2.79435 4.29766
H 1.98090 4.75175 3.07723
C -3.29085 -2.56277 -1.03631
N -3.79990 -1.82484 0.12386
C -5.15217 -2.18697 0.55741
C -3.36735 -0.54404 0.29259
S -2.33447 0.18452 -0.86298
N -3.83404 0.15437 1.36242
C -4.06630 -0.51803 2.64576
C -3.57093 1.58588 1.42878
H -3.67503 -3.58610 -0.97044
H -2.19491 -2.58842 -1.02113
H -3.60570 -2.08377 -1.97868
H -5.13299 -2.61927 1.56981
H -5.82011 -1.31292 0.52977
H -5.52979 -2.95091 -0.13141
H -3.85573 0.19521 3.45098
H -5.11698 -0.82817 2.74018
H -3.41451 -1.39755 2.76354
H -2.51569 1.79204 1.65509
H -3.80627 2.03868 0.46164
H -4.21485 2.01569 2.20239
*
```

Computed properties:
DFT total energy = -77268.8043 eV

4.
# C18H30EuN5P2S2

C18H30EuN5P2S2 as an isolated structure (wB97M-V/def2-TZVPD, OMol25).

Structure (ORCA input):
```
! wB97M-V def2-TZVPD RIJCOSX def2/J DEFGRID3
* xyz 1 8
Eu 0.11186 0.39256 0.02777
C -4.28208 -0.29988 4.01534
S -3.48595 1.33593 3.89945
C -2.13886 1.16985 2.73772
S -1.18495 -0.23540 2.76172
N -2.21061 2.24295 1.88616
N -1.38599 2.07929 0.76466
C -1.58485 2.97918 -0.13098
C -0.79300 3.18356 -1.34937
C -0.99730 4.30132 -2.16453
C -0.04801 4.59739 -3.13887
C 1.08303 3.74522 -3.24853
C 1.12317 2.57776 -2.52828
N 0.23438 2.29014 -1.58341
H -4.92428 -0.20769 4.88494
H -3.49763 -1.05571 4.18151
H -4.90157 -0.51448 3.10954
H -2.41884 3.65621 0.04194
H -1.83685 4.95224 -2.01186
H -0.06078 5.51059 -3.76788
H 1.84007 4.00378 -3.91741
H 1.92596 1.85673 -2.68915
C -3.73013 -0.94051 -0.01936
P -2.15918 -1.10371 -0.91422
C -2.77082 -1.22562 -2.70406
C -1.89317 -2.86441 -0.52260
C -0.57381 -3.45600 -0.93762
P 0.89337 -2.75226 -0.06691
C 0.87296 -3.49287 1.59683
C 2.18216 -3.76254 -0.93582
H -4.49521 -1.66945 -0.28239
H -4.15882 0.02989 -0.23533
H -3.40482 -0.94539 1.03041
H -3.84559 -1.51434 -2.82075
H -2.25867 -2.01707 -3.26031
H -2.54998 -0.26662 -3.19285
H -2.75216 -3.41091 -0.94882
H -1.99273 -2.93542 0.56963
H -0.45788 -3.31332 -2.03204
H -0.51103 -4.54361 -0.73284
H 0.73393 -4.58944 1.58075
H 0.04939 -2.99722 2.13934
H 1.79337 -3.25461 2.10841
H 1.85248 -4.75638 -1.29329
H 3.08719 -3.87319 -0.33682
H 2.56155 -3.26129 -1.82444
C 5.63799 2.34066 0.86456
N 4.50400 1.41624 1.04337
C 4.57464 0.06150 1.43553
C 3.28083 -0.38303 1.43807
N 2.44175 0.61534 0.82662
C 3.23268 1.66198 0.67735
H 6.63914 1.85026 0.82091
H 5.71631 3.07076 1.66702
H 5.55823 2.89951 -0.04530
H 5.51676 -0.41994 1.67716
H 2.88904 -1.34972 1.72111
H 2.96931 2.59118 0.12825
*
```

Computed properties:
DFT total energy = -86175.5252 eV

5.
# C33H27N3OPPtSe

C33H27N3OPPtSe as an isolated structure (wB97M-V/def2-TZVPD, OMol25).

Structure (ORCA input):
```
! wB97M-V def2-TZVPD RIJCOSX def2/J DEFGRID3
* xyz 1 1
Pt 1.19537 -0.29964 0.18312
O 2.83520 0.69126 -0.42981
C 3.62948 1.55899 0.15157
C 4.60524 2.16964 -0.66156
C 5.46022 3.11227 -0.15090
C 5.38057 3.50033 1.19429
C 4.44132 2.90991 2.00061
C 3.56288 1.93256 1.50439
C 2.58460 1.31308 2.36719
N 1.64091 0.45166 2.00036
C 0.88324 0.12610 3.11019
C 1.38591 0.79295 4.17204
N 2.44871 1.52960 3.69053
H 4.64794 1.86748 -1.69938
H 6.20096 3.56448 -0.79764
H 6.04911 4.25006 1.59241
H 4.38323 3.22141 3.03707
H 0.05838 -0.56141 3.04652
H 1.09868 0.80249 5.20737
H 3.03188 2.14104 4.23419
Se -0.36114 1.47286 -0.38130
C 0.58828 2.96533 0.32792
C 0.33884 3.41613 1.62274
C 0.99569 4.54033 2.09644
C 1.89798 5.21431 1.28173
C 2.14382 4.76880 -0.00872
C 1.48723 3.64566 -0.49046
H -0.36396 2.88307 2.25169
H 0.79687 4.89820 3.09864
H 2.40463 6.09574 1.65279
H 2.85028 5.29123 -0.63979
H 1.67830 3.28135 -1.49233
N 0.16569 -1.69824 -0.39341
P -1.33786 -2.05704 -0.91074
C -2.08548 -0.84900 -2.00566
C -3.34550 -0.30504 -1.77514
C -3.85700 0.63798 -2.65517
C -3.11648 1.02992 -3.76045
C -1.86297 0.47827 -3.99890
C -1.34574 -0.46005 -3.12434
C -1.23055 -3.59243 -1.82471
C -0.22654 -4.50617 -1.50826
C -0.17258 -5.72045 -2.17362
C -1.11617 -6.02236 -3.14668
C -2.11464 -5.11128 -3.46358
C -2.17313 -3.89304 -2.80578
C -2.39349 -2.29559 0.52106
C -3.01746 -3.51776 0.75156
C -3.81204 -3.68401 1.87758
C -3.98337 -2.63570 2.76712
C -3.35760 -1.41464 2.54095
C -2.56004 -1.24044 1.42336
H -3.92680 -0.61193 -0.91549
H -4.83574 1.06305 -2.47738
H -3.51803 1.76687 -4.44348
H -1.28987 0.78501 -4.86331
H -0.36481 -0.88547 -3.30320
H 0.50776 -4.25770 -0.75374
H 0.60752 -6.43088 -1.93548
H -1.07008 -6.97079 -3.66544
H -2.84332 -5.34617 -4.22759
H -2.94492 -3.17644 -3.06110
H -2.88419 -4.33868 0.05899
H -4.29715 -4.63403 2.05655
H -4.60805 -2.76770 3.64073
H -3.49877 -0.59674 3.23543
H -2.07123 -0.28861 1.24742
*
```

Computed properties:
DFT total energy = -119053.2019 eV

6.
# C34H39FeN5O3P2S

C34H39FeN5O3P2S as an isolated structure (wB97M-V/def2-TZVPD, OMol25).

Structure (ORCA input):
```
! wB97M-V def2-TZVPD RIJCOSX def2/J DEFGRID3
* xyz 0 5
Fe -0.50354 0.38796 -1.18302
C 0.09329 -2.47507 0.04171
C 0.09298 -2.14163 -1.27129
C -1.01280 -2.48022 -2.24353
C -2.17129 -1.47984 -2.46248
C -2.59611 -0.65905 -1.24908
C -2.56100 -1.13353 0.03362
C -2.46948 -2.57047 0.37119
C -1.04119 -3.04711 0.79490
C -1.33147 2.04651 -0.45386
H 1.04683 -2.46968 0.56964
H 1.04270 -1.86089 -1.75459
H -1.42478 -3.45095 -1.93463
H -0.51100 -2.59590 -3.22480
H -1.89248 -0.78463 -3.27330
H -3.02800 -2.04514 -2.87749
H -3.24824 0.20452 -1.46789
H -2.58152 -0.41961 0.86805
H -2.81230 -3.19396 -0.47078
H -3.14288 -2.77839 1.22365
H -0.88564 -2.83443 1.86138
H -1.00274 -4.14817 0.70950
H -1.17255 1.98331 0.63789
H -2.40298 2.18461 -0.64552
H -0.77978 2.92506 -0.81794
P -5.15451 -1.37617 -5.21218
P -2.45283 -2.99553 -6.31257
N -6.56463 -1.74847 -4.26979
N -6.13815 -0.34733 -6.39746
N -2.59898 -4.58172 -5.58885
N -1.49355 -3.63868 -7.73016
C -5.28796 -2.92262 -6.23255
C -4.09362 -3.03108 -7.18957
C -6.83161 -1.18651 -3.01506
C -8.10172 -1.58303 -2.60979
C -8.65775 -2.38134 -3.66486
C -7.69992 -2.46007 -4.66634
C -5.85788 0.98803 -6.68894
C -6.69356 1.41533 -7.72285
C -7.52931 0.30763 -8.07327
C -7.18428 -0.74176 -7.22998
C -2.30964 -4.78474 -4.23338
C -2.79432 -6.02241 -3.83452
C -3.35829 -6.63879 -4.99815
C -3.27482 -5.71641 -6.03176
C -1.47133 -4.84838 -8.43346
C -0.63521 -4.73412 -9.54443
C -0.16205 -3.38059 -9.56359
C -0.72629 -2.72825 -8.47422
H -6.17958 -2.95244 -6.87766
H -5.32098 -3.79038 -5.55330
H -4.17824 -3.92116 -7.83478
H -4.05465 -2.15667 -7.85865
H -6.08036 -0.58008 -2.53393
H -8.58357 -1.32864 -1.67773
H -9.63251 -2.84219 -3.70955
H -7.73419 -2.98017 -5.60734
H -5.08847 1.50991 -6.14315
H -6.71055 2.39560 -8.17289
H -8.28084 0.26309 -8.85065
H -7.61241 -1.72864 -7.18035
H -1.77529 -4.03292 -3.69072
H -2.74826 -6.43911 -2.83667
H -3.75555 -7.63669 -5.07151
H -3.65886 -5.78164 -7.03270
H -2.02757 -5.70705 -8.10276
H -0.38638 -5.52299 -10.24114
H 0.50994 -2.94535 -10.29294
H -0.65230 -1.70613 -8.13941
O 0.83241 -1.32471 2.55614
S 0.87918 0.06227 2.13960
O -0.13649 0.94436 2.65679
N 0.95097 0.20195 0.46680
C 2.16485 0.64850 -0.01827
O 2.32682 0.81368 -1.24219
C 3.09620 0.92525 1.08503
C 4.38455 1.45262 0.95098
C 5.14850 1.64369 2.10229
C 4.59793 1.36846 3.36928
C 3.28627 0.87520 3.49553
C 2.54896 0.66815 2.32858
H 4.75016 1.70382 -0.04442
H 6.17442 2.02019 2.02362
H 5.20855 1.53810 4.25949
H 2.83862 0.67597 4.46316
*
```

Computed properties:
DFT total energy = -113279.4017 eV